# 1
{
  "formula": "C9H19N",
  "method": "ωB97M-V/def2-TZVPD",
  "e_above_lowest_kcal_mol": 16.1,
  "gap_ev": 8.95,
  "smiles": "C=C(N)[C@H](C)CC(C)(C)C",
  "homo_ha": -0.2974,
  "species": ["C", "C", "C", "C", "C", "C", "C", "C", "N", "C", "H", "H", "H", "H", "H", "H", "H", "H", "H", "H", "H", "H", "H", "H", "H", "H", "H", "H", "H"],
  "coordinates": [[-1.59, 0.24, 0.08], [0.91, -0.60, 0.05], [0.04, 0.44, -0.53], [-2.13, -1.17, -0.07], [-1.63, 0.68, 1.53], [-2.41, 1.19, -0.78], [1.08, -1.86, -0.77], [2.41, 0.29, 0.16], [2.53, 1.01, 1.34], [3.41, 0.13, -0.70], [0.68, -0.84, 1.09], [3.36, 1.58, 1.43], [1.69, 1.47, 1.66], [-0.02, 0.35, -1.62], [0.28, 1.46, -0.25], [-1.61, -1.87, 0.59], [-3.19, -1.20, 0.21], [-2.05, -1.53, -1.09], [-2.65, 0.70, 1.90], [-1.23, 1.69, 1.64], [-1.06, 0.01, 2.17], [-2.40, 0.89, -1.83], [-3.45, 1.21, -0.45], [-2.03, 2.21, -0.72], [1.94, -2.42, -0.43], [0.21, -2.51, -0.66], [1.22, -1.63, -1.83], [4.38, 0.58, -0.53], [3.33, -0.50, -1.57]],
  "mulliken_charge": [2.03, 0.74, -1.00, -1.87, -1.72, -1.89, -1.90, 0.48, -0.49, -1.28, 0.28, 0.24, 0.22, 0.34, 0.48, 0.35, 0.47, 0.38, 0.47, 0.34, 0.36, 0.43, 0.45, 0.38, 0.44, 0.41, 0.35, 0.28, 0.25]
}



# 2
{
  "formula": "C3HN3O",
  "method": "ωB97M-V/def2-TZVPD",
  "e_above_lowest_kcal_mol": 35.9,
  "gap_ev": 10.51,
  "smiles": "N#Cc1nnco1",
  "homo_ha": -0.4168,
  "species": ["C", "C", "C", "H", "N", "N", "N", "O"],
  "coordinates": [[-2.06, 0.12, -0.05], [-0.63, 0.09, -0.20], [1.63, 0.24, 0.17], [2.64, 0.62, 0.23], [-3.23, -0.14, 0.13], [-0.12, -1.10, -0.15], [1.34, -1.00, 0.00], [0.43, 1.18, -0.13]],
  "mulliken_charge": [0.24, 0.50, 0.03, 0.38, -0.37, -0.21, -0.26, -0.31]
}



# 3
{
  "formula": "C5H12O2",
  "method": "ωB97M-V/def2-TZVPD",
  "e_above_lowest_kcal_mol": 15.1,
  "gap_ev": 10.96,
  "smiles": "CC[C@@H](O)[C@@H](C)O",
  "homo_ha": -0.3720,
  "species": ["C", "C", "C", "O", "C", "C", "O", "H", "H", "H", "H", "H", "H", "H", "H", "H", "H", "H", "H"],
  "coordinates": [[-0.65, 0.21, -2.50], [0.20, -0.03, -1.26], [-0.57, 0.25, 0.02], [-1.83, -0.41, -0.07], [0.11, -0.22, 1.31], [1.63, -0.19, 1.38], [-0.48, 0.58, 2.34], [-1.53, -0.44, -2.48], [-1.01, 1.24, -2.54], [-0.09, 0.01, -3.41], [0.56, -1.07, -1.25], [1.09, 0.61, -1.27], [-0.73, 1.34, 0.11], [-2.30, -0.25, 0.76], [-0.22, -1.26, 1.42], [2.04, 0.83, 1.30], [1.96, -0.60, 2.34], [2.06, -0.81, 0.60], [-0.22, 0.22, 3.20]],
  "mulliken_charge": [-1.31, -0.54, 0.36, -0.59, 0.16, -1.42, -0.54, 0.31, 0.31, 0.38, 0.37, 0.32, 0.23, 0.35, 0.21, 0.33, 0.43, 0.32, 0.33]
}



# 4
{
  "formula": "C9H16IN2O2",
  "method": "ωB97M-V/def2-TZVPD",
  "e_above_lowest_kcal_mol": 44.6,
  "gap_ev": 10.13,
  "total_charge": 1,
  "homo_ha": -0.4872,
  "species": ["C", "C", "C", "C", "C", "C", "C", "C", "C", "N", "N", "O", "O", "I", "H", "H", "H", "H", "H", "H", "H", "H", "H", "H", "H", "H", "H", "H", "H", "H"],
  "coordinates": [[0.30, 0.02, 0.60], [-3.50, -2.58, -0.80], [-2.95, -2.61, 0.67], [-1.89, -1.68, 0.14], [3.00, 1.65, 1.25], [2.68, 0.90, -1.09], [1.86, 3.11, -0.41], [-1.24, 0.01, 0.93], [2.13, 1.71, 0.08], [-1.49, -2.96, 0.44], [-2.52, -1.59, -1.16], [0.89, -0.99, 0.33], [0.80, 1.22, 0.63], [-2.40, 1.53, 0.06], [-3.66, -3.55, -1.22], [-4.47, -2.15, -0.79], [-3.55, -2.87, 1.49], [2.92, 0.70, 1.61], [3.99, 1.76, 0.99], [2.72, 2.36, 1.97], [3.71, 0.55, -0.82], [2.74, 1.48, -1.96], [2.09, -0.05, -1.25], [2.50, 3.35, -1.21], [0.83, 3.07, -0.92], [1.66, 3.79, 0.33], [-1.34, -0.29, 2.06], [-0.87, -3.14, 1.22], [-1.92, -2.04, -1.80], [-3.02, -0.73, -1.37]],
  "mulliken_charge": [0.70, -0.73, -0.27, -0.05, -1.99, -1.32, -1.66, -0.41, 1.73, -0.54, 0.17, -0.58, -0.25, 0.12, 0.35, 0.34, 0.48, 0.56, 0.50, 0.37, 0.32, 0.40, 0.28, 0.42, 0.36, 0.38, 0.42, 0.29, 0.32, 0.28]
}



# 5
{
  "formula": "C24H29BF2N",
  "method": "ωB97M-V/def2-TZVPD",
  "e_above_lowest_kcal_mol": 23.0,
  "gap_ev": 5.72,
  "total_charge": 1,
  "homo_ha": -0.3845,
  "species": ["C", "C", "C", "F", "C", "C", "C", "C", "C", "C", "F", "C", "C", "C", "C", "C", "C", "H", "H", "H", "H", "H", "H", "H", "H", "H", "H", "H", "H", "H", "C", "C", "C", "C", "C", "C", "C", "N", "B", "H", "C", "C", "H", "H", "H", "H", "H", "H", "H", "H", "H", "H", "H", "H", "H", "H", "H"],
  "coordinates": [[5.25, 1.65, 8.78], [3.93, 1.15, 8.33], [2.86, 2.04, 8.37], [3.09, 3.29, 8.91], [1.54, 1.70, 8.06], [1.27, 0.32, 7.91], [-0.07, -0.37, 8.09], [-1.39, 0.36, 8.01], [-1.63, 1.52, 8.77], [-2.95, 1.86, 9.01], [-3.17, 2.98, 9.79], [-4.04, 1.17, 8.48], [-5.41, 1.61, 8.85], [-3.78, 0.04, 7.67], [-2.46, -0.31, 7.43], [2.32, -0.60, 7.86], [3.63, -0.20, 8.07], [6.00, 0.87, 8.72], [5.54, 2.50, 8.16], [5.24, 2.02, 9.82], [0.76, 2.46, 7.97], [-0.11, -1.32, 7.52], [-0.78, 2.02, 9.25], [-6.16, 0.91, 8.48], [-5.49, 1.65, 9.95], [-5.62, 2.62, 8.46], [-4.59, -0.54, 7.20], [-2.21, -1.21, 6.86], [2.08, -1.65, 7.71], [4.44, -0.94, 7.98], [-6.25, -5.56, 11.08], [-5.50, -6.76, 10.47], [-5.58, -8.04, 11.30], [-5.90, -6.94, 8.99], [-4.02, -6.40, 10.45], [-3.04, -7.17, 11.08], [-1.69, -6.88, 10.96], [-1.27, -5.81, 10.22], [0.17, -5.50, 10.06], [-0.08, -0.59, 9.16], [-2.22, -4.98, 9.63], [-3.58, -5.25, 9.75], [-6.14, -4.66, 10.45], [-7.32, -5.72, 11.24], [-5.80, -5.29, 12.05], [-4.94, -8.79, 10.83], [-5.18, -7.82, 12.30], [-6.55, -8.49, 11.44], [-5.21, -7.65, 8.50], [-6.92, -7.32, 8.83], [-5.80, -5.99, 8.44], [-3.28, -8.04, 11.69], [-0.94, -7.50, 11.48], [0.63, -4.81, 10.90], [0.62, -5.61, 8.95], [-1.86, -4.10, 9.09], [-4.31, -4.57, 9.30]],
  "mulliken_charge": [-1.37, 0.57, 0.33, -0.33, -0.52, 0.64, -0.70, 0.59, -0.82, 0.20, -0.35, 0.76, -1.36, -0.81, -0.65, -0.99, -0.59, 0.37, 0.32, 0.29, 0.71, 0.41, 0.66, 0.37, 0.31, 0.30, 0.34, 0.43, 0.33, 0.30, -1.41, 1.77, -1.92, -1.37, 0.69, -0.38, -0.60, -0.09, 0.24, 0.27, -0.63, -0.72, 0.33, 0.40, 0.36, 0.45, 0.43, 0.36, 0.37, 0.39, 0.34, 0.51, 0.42, 0.05, 0.04, 0.63, 0.33]
}



# 6
{
  "formula": "C5H11N3O3",
  "method": "ωB97M-V/def2-TZVPD",
  "e_above_lowest_kcal_mol": 289.1,
  "gap_ev": 9.25,
  "homo_ha": -0.3528,
  "species": ["C", "C", "C", "C", "C", "H", "H", "H", "H", "H", "H", "H", "H", "H", "H", "H", "N", "N", "N", "O", "O", "O"],
  "coordinates": [[-1.71, -1.35, -0.15], [-1.33, 0.05, -0.22], [-1.32, 1.31, 0.90], [-0.20, 2.24, 0.33], [0.36, 1.65, -1.14], [-3.52, -2.06, 1.07], [-1.24, -1.84, 0.69], [-1.58, -1.84, -1.14], [-1.85, 0.80, -0.97], [-2.28, 1.62, 0.84], [-1.23, 0.75, 1.96], [-1.22, 3.04, 0.30], [0.66, 2.32, 0.90], [1.46, 1.85, -1.60], [-0.18, 1.87, -2.05], [2.49, -0.13, 1.19], [0.14, 0.14, -0.92], [1.08, -0.41, -0.08], [2.18, -0.96, -0.56], [-3.15, -1.44, -0.15], [1.15, -0.13, 1.42], [3.23, -1.07, 0.15]],
  "mulliken_charge": [-0.48, 0.23, -0.99, -0.30, -0.68, 0.34, 0.33, 0.22, 0.25, 0.63, 0.23, 0.26, 0.35, 0.30, 0.33, 0.43, -0.22, 0.73, -0.31, -0.61, -0.58, -0.44]
}



# 7
{
  "formula": "C4H35NO14S",
  "method": "ωB97M-V/def2-TZVPD",
  "e_above_lowest_kcal_mol": 52.0,
  "gap_ev": 6.59,
  "total_charge": -2,
  "homo_ha": -0.0581,
  "species": ["C", "C", "C", "S", "N", "C", "O", "H", "H", "H", "H", "H", "H", "H", "H", "H", "H", "H", "O", "H", "H", "O", "H", "H", "O", "H", "H", "O", "H", "H", "O", "H", "H", "O", "H", "H", "O", "H", "H", "O", "H", "H", "O", "H", "H", "O", "H", "H", "O", "H", "H", "O", "H", "H", "O"],
  "coordinates": [[0.25, -0.50, -0.31], [0.42, 1.04, -0.14], [1.28, 1.15, 1.19], [3.01, 1.24, 0.79], [-0.71, 1.87, 0.06], [-1.73, 1.91, -1.07], [-2.49, 0.77, -1.07], [-0.63, -0.62, -0.96], [0.15, -1.15, 0.56], [1.23, -0.80, -0.85], [1.06, 1.44, -0.95], [0.98, 2.04, 1.77], [1.28, 0.36, 1.96], [-1.28, 1.49, 0.91], [-2.34, 2.81, -0.90], [-1.22, 1.97, -2.01], [-2.72, 0.53, -0.01], [-4.01, 0.21, 1.14], [-3.06, 0.38, 1.25], [-2.11, -1.05, 1.69], [-1.29, -1.12, 2.95], [-1.65, -1.77, 2.13], [-1.65, -3.31, -2.36], [-2.38, -1.95, -2.15], [-2.51, -2.96, -2.04], [0.74, -2.96, -0.73], [1.30, -3.11, -2.07], [0.45, -3.16, -1.68], [1.33, 3.43, 2.14], [-0.02, 3.75, 1.51], [0.65, 3.99, 2.25], [-2.02, 2.30, 3.27], [-2.82, 1.03, 2.33], [-2.58, 1.53, 3.40], [-1.37, -3.16, 1.14], [-1.93, -3.58, -0.34], [-1.25, -3.74, 0.38], [1.11, -2.50, 1.30], [0.52, -3.88, 0.98], [1.38, -3.41, 0.88], [1.69, 2.88, -1.83], [1.06, 2.34, -3.10], [1.58, 3.06, -2.85], [0.21, -0.08, -3.04], [1.58, -0.44, -3.35], [0.87, 0.10, -3.68], [-1.19, 0.75, 3.89], [0.27, 0.40, 3.76], [-0.57, 0.03, 3.99], [3.79, -0.67, -2.00], [3.21, -1.36, -0.64], [3.39, -1.48, -1.68], [3.36, 1.66, -2.58], [3.61, 1.24, -1.13], [3.81, 1.08, -2.11]],
  "mulliken_charge": [1.23, 2.28, 0.02, -0.58, -0.08, -0.27, -0.67, -0.27, -1.06, -0.07, -1.73, -0.30, -0.20, -0.14, 0.30, 0.21, 0.40, 0.18, -0.82, 0.48, 0.43, -0.86, 0.32, 0.33, -0.76, 0.37, 0.26, -0.58, 0.45, 0.39, -0.72, 0.27, 0.36, -0.97, 0.34, 0.36, -0.75, 0.36, 0.40, -0.73, 0.48, 0.34, -0.72, 0.40, 0.32, -0.73, 0.46, 0.30, -0.76, 0.42, 0.28, -0.66, 0.33, 0.10, -0.72]
}



# 8
{
  "formula": "C29H29F3N3O4S2V",
  "method": "ωB97M-V/def2-TZVPD",
  "e_above_lowest_kcal_mol": 38.3,
  "s_squared": 0.80,
  "spin_multiplicity": 2,
  "gap_ev": [6.72, 7.02],
  "total_charge": -1,
  "homo_ha": [-0.1797, -0.1797],
  "species": ["V", "N", "C", "S", "N", "N", "C", "C", "C", "C", "C", "C", "C", "O", "H", "H", "H", "H", "H", "H", "H", "C", "C", "C", "C", "C", "C", "C", "C", "C", "C", "H", "H", "H", "H", "H", "H", "H", "H", "H", "H", "H", "H", "H", "H", "H", "C", "C", "C", "C", "C", "C", "C", "C", "C", "C", "H", "H", "H", "H", "H", "H", "H", "F", "C", "F", "F", "S", "O", "O", "O"],
  "coordinates": [[-0.26, 0.75, -0.30], [-2.92, 1.48, 3.29], [-1.97, 1.18, 2.31], [-1.83, 2.24, 0.89], [-0.69, 0.58, 2.76], [0.27, 0.90, 1.77], [1.31, 1.44, 2.26], [2.35, 2.06, 1.47], [3.53, 2.45, 2.11], [4.53, 3.12, 1.43], [4.33, 3.44, 0.09], [3.17, 3.09, -0.56], [2.16, 2.38, 0.11], [1.08, 2.03, -0.58], [-3.34, 2.38, 3.12], [-3.64, 0.75, 3.33], [1.40, 1.48, 3.35], [3.65, 2.21, 3.16], [5.44, 3.40, 1.94], [5.10, 3.98, -0.45], [3.01, 3.33, -1.60], [-0.55, 0.67, -2.57], [-0.44, -0.67, -2.13], [-1.59, -0.97, -1.32], [-2.39, 0.17, -1.27], [-1.72, 1.21, -2.00], [-2.26, 2.58, -2.28], [-3.77, 0.22, -0.70], [-1.97, -2.33, -0.81], [0.45, -1.73, -2.70], [0.37, 1.40, -3.49], [-2.83, 2.57, -3.21], [-1.45, 3.31, -2.39], [-2.92, 2.91, -1.48], [-3.89, -0.44, 0.16], [-4.48, -0.12, -1.46], [-4.05, 1.23, -0.41], [-2.57, -2.84, -1.56], [-2.56, -2.27, 0.10], [-1.09, -2.94, -0.62], [-0.09, -2.23, -3.52], [0.70, -2.49, -1.96], [1.37, -1.33, -3.10], [-0.15, 1.66, -4.42], [1.23, 0.79, -3.76], [0.74, 2.32, -3.04], [5.07, -1.34, -1.35], [4.25, -0.31, -1.85], [2.97, -0.16, -1.39], [2.42, -1.03, -0.40], [1.08, -0.89, 0.09], [0.64, -1.85, 0.98], [1.45, -2.91, 1.43], [2.74, -3.02, 0.99], [3.25, -2.08, 0.07], [4.58, -2.20, -0.42], [6.09, -1.44, -1.71], [4.63, 0.37, -2.60], [2.35, 0.62, -1.78], [-0.37, -1.79, 1.38], [1.05, -3.63, 2.13], [3.38, -3.82, 1.34], [5.20, -3.01, -0.04], [-7.14, -2.30, 2.46], [-6.18, -2.81, 3.24], [-6.61, -2.71, 4.52], [-6.11, -4.13, 2.97], [-4.51, -1.97, 3.00], [-4.36, -2.16, 1.53], [-4.91, -0.58, 3.37], [-1.74, -0.18, 2.08]],
  "mulliken_spin": [1.21, 0.00, 0.03, -0.08, 0.00, 0.00, 0.02, 0.01, 0.00, -0.01, 0.00, 0.00, 0.01, 0.00, 0.00, 0.00, 0.00, 0.00, 0.00, 0.00, 0.00, 0.03, -0.09, 0.05, -0.02, -0.12, 0.01, 0.00, 0.00, 0.00, 0.00, 0.00, 0.00, 0.00, 0.00, 0.00, 0.00, 0.00, 0.00, 0.00, 0.00, 0.00, 0.00, 0.00, 0.00, 0.00, 0.00, 0.00, 0.00, 0.02, -0.12, 0.06, 0.00, 0.01, -0.01, 0.00, 0.00, 0.00, 0.00, 0.00, 0.00, 0.00, 0.00, 0.00, 0.00, 0.00, 0.00, 0.00, 0.00, 0.00, 0.01]
}



# 9
{
  "formula": "C9H18O9Rb",
  "method": "ωB97M-V/def2-TZVPD",
  "e_above_lowest_kcal_mol": 0.0,
  "gap_ev": 11.30,
  "total_charge": 1,
  "homo_ha": -0.5129,
  "species": ["Rb", "C", "O", "C", "O", "O", "C", "H", "H", "H", "H", "H", "H", "C", "O", "C", "O", "O", "C", "H", "H", "H", "H", "H", "H", "C", "O", "C", "O", "O", "C", "H", "H", "H", "H", "H", "H"],
  "coordinates": [[-0.65, 0.94, 0.04], [-0.23, -2.93, 3.09], [-0.49, -3.68, 1.92], [-0.84, -2.97, 0.86], [-1.10, -1.78, 0.86], [-0.90, -3.76, -0.19], [-1.11, -3.14, -1.44], [0.58, -2.22, 2.94], [0.08, -3.63, 3.86], [-1.12, -2.39, 3.43], [-0.94, -3.89, -2.21], [-0.42, -2.30, -1.59], [-2.13, -2.76, -1.58], [3.69, -2.83, 1.00], [2.73, -1.83, 0.62], [2.68, -0.68, 1.25], [1.88, 0.17, 0.92], [3.55, -0.58, 2.24], [3.72, 0.70, 2.87], [3.42, -3.27, 1.96], [4.69, -2.43, 1.05], [3.62, -3.61, 0.25], [3.70, 0.54, 3.94], [2.93, 1.38, 2.57], [4.68, 1.11, 2.57], [-3.78, 2.45, -1.53], [-2.38, 2.44, -1.84], [-1.81, 3.43, -2.54], [-0.65, 3.38, -2.83], [-2.67, 4.40, -2.81], [-2.17, 5.43, -3.67], [-3.98, 3.08, -0.67], [-4.04, 1.42, -1.26], [-4.37, 2.74, -2.39], [-2.98, 6.14, -3.81], [-1.90, 5.01, -4.65], [-1.29, 5.91, -3.25]],
  "mulliken_charge": [0.96, -0.48, -0.31, 0.81, -0.51, -0.33, -0.60, 0.10, 0.23, 0.30, 0.26, 0.23, 0.29, -0.69, -0.28, 0.76, -0.50, -0.32, -0.69, 0.30, 0.33, 0.25, 0.25, 0.32, 0.26, -0.68, -0.23, 0.77, -0.55, -0.34, -0.64, 0.32, 0.26, 0.30, 0.24, 0.31, 0.29]
}



# 10
{
  "formula": "C12H17N",
  "method": "ωB97M-V/def2-TZVPD",
  "e_above_lowest_kcal_mol": 31.5,
  "gap_ev": 8.72,
  "smiles": "Cc1c[nH]c2ccccc12.CCC",
  "homo_ha": -0.2882,
  "species": ["C", "C", "C", "C", "C", "C", "C", "C", "C", "N", "H", "H", "H", "H", "H", "H", "H", "H", "H", "C", "C", "C", "H", "H", "H", "H", "H", "H", "H", "H"],
  "coordinates": [[-1.54, -2.46, 1.62], [-1.88, 0.04, -1.18], [-2.02, -0.35, 0.18], [-1.68, -1.73, 0.33], [-1.15, -2.07, -0.88], [-1.91, 1.41, -1.53], [-2.15, 2.31, -0.52], [-2.46, 1.94, 0.80], [-2.26, 0.63, 1.17], [-1.22, -1.03, -1.77], [-1.72, 1.64, -2.57], [-2.33, 3.33, -0.85], [-1.05, -1.08, -2.76], [-2.78, 2.68, 1.50], [-0.67, -2.99, -1.16], [-2.41, 0.41, 2.22], [-2.43, -3.01, 1.94], [-1.37, -1.74, 2.42], [-0.70, -3.15, 1.66], [2.69, 0.98, -0.08], [3.28, 0.29, -1.35], [2.99, 0.11, 1.16], [1.71, 1.44, -0.23], [3.22, 1.93, 0.07], [2.48, -0.17, -1.90], [3.82, 1.06, -1.90], [3.50, -0.83, 0.97], [2.20, 0.04, 1.90], [4.11, -0.32, -0.99], [3.75, 0.67, 1.72]],
  "mulliken_charge": [-1.31, -0.32, 1.23, 0.78, -0.89, -0.71, -0.50, -0.70, -0.62, -0.01, 0.38, 0.36, 0.22, 0.42, 0.43, 0.29, 0.30, 0.33, 0.33, -0.14, -1.07, -1.17, 0.33, 0.25, 0.20, 0.29, 0.33, 0.28, 0.37, 0.32]
}



# 11
{
  "formula": "CH5INP",
  "method": "ωB97M-V/def2-TZVPD",
  "e_above_lowest_kcal_mol": 26.2,
  "s_squared": 2.01,
  "spin_multiplicity": 3,
  "gap_ev": [6.86, 8.17],
  "homo_ha": [-0.2405, -0.3504],
  "species": ["C", "N", "P", "I", "H", "H", "H", "H", "H"],
  "coordinates": [[-1.58, 0.00, -0.05], [1.57, -0.31, 0.65], [0.93, 1.17, 0.07], [1.66, 0.91, -2.22], [-2.10, 0.88, -0.40], [-1.73, -0.24, 0.98], [-1.44, -0.78, -0.76], [1.31, -1.13, 0.11], [1.38, -0.49, 1.63]],
  "mulliken_spin": [0.89, 0.11, 0.86, 0.07, 0.03, 0.02, 0.02, 0.01, -0.01]
}



# 12
{
  "formula": "C5H12NO",
  "method": "ωB97M-V/def2-TZVPD",
  "e_above_lowest_kcal_mol": 79.0,
  "gap_ev": 5.82,
  "total_charge": -1,
  "homo_ha": -0.0651,
  "species": ["C", "N", "C", "C", "C", "O", "C", "H", "H", "H", "H", "H", "H", "H", "H", "H", "H", "H", "H"],
  "coordinates": [[1.30, -0.10, -0.23], [0.45, 0.94, 0.22], [-0.71, 0.43, 0.90], [-1.97, 0.28, 0.03], [-2.72, -0.96, -0.01], [-3.74, -1.23, -0.63], [1.19, -0.48, -1.73], [2.38, 0.10, -0.06], [1.15, -1.09, 0.26], [3.97, 2.21, 2.58], [-0.63, -0.56, 1.37], [-0.94, 1.16, 1.68], [-2.44, 1.14, -0.44], [-1.65, -0.44, -0.86], [-2.44, -1.66, 0.79], [3.26, 2.00, 2.51], [1.91, -1.27, -2.02], [0.19, -0.82, -1.99], [1.43, 0.38, -2.36]],
  "mulliken_charge": [-0.31, -0.81, -0.47, -0.21, 0.03, -0.62, -1.20, 0.31, 0.16, 0.13, 0.32, 0.28, 0.38, -0.08, 0.34, -0.14, 0.41, 0.25, 0.23]
}